1.
Density functional theory data (wB97M-V/def2-TZVPD) for a structure of composition C41H40Br2O4P3STeTi in a non-equilibrium geometry.

Cartesian coordinates (Å):
H (0.65551, -0.92672, -4.12934)
C (1.88228, 0.03188, -2.63776)
S (1.74525, 0.18294, 1.10681)
C (2.63100, 2.25557, -3.20040)
H (-3.70066, 0.58397, 3.96082)
H (3.68948, 1.76178, 2.63633)
H (1.11214, 3.28527, 5.68877)
H (-0.79698, 2.08467, 4.70481)
H (-3.61135, 1.65621, -3.55413)
H (4.29134, -0.22636, 2.70145)
H (3.14785, 1.25250, -1.38913)
C (4.33128, -0.68602, 1.72464)
C (-3.17480, -0.22580, -4.52887)
H (2.67495, -6.33321, -3.94562)
C (1.26442, 2.66763, 4.81262)
C (-1.55650, -0.98532, 3.49568)
C (2.58765, 1.18934, -2.31431)
H (1.66809, -6.20247, -1.68689)
H (3.20578, 3.13926, -2.95239)
C (3.26195, -0.63729, 0.84700)
C (2.47435, -5.36804, -3.49650)
O (-2.18289, 2.69253, -1.16692)
C (-1.94259, -3.87730, -1.02129)
C (1.64457, -4.05757, -1.66345)
H (-1.54741, -4.86163, -1.22594)
H (-1.28697, 3.05665, 1.40179)
H (-2.91231, 4.89577, 1.66108)
H (3.34836, 3.15577, 4.63919)
C (-3.08792, 3.94334, 2.14569)
H (-0.34987, 4.63427, -1.35835)
H (3.27130, -4.26184, -5.15331)
C (1.26672, 1.02576, -4.75046)
C (-3.53208, 1.51430, 3.43626)
P (-1.92471, 1.20424, -1.45738)
H (-1.37285, 5.79189, -2.22331)
H (-2.29718, -0.78865, -4.85218)
C (5.46260, -1.38016, 1.32454)
H (-2.32604, 1.74058, -4.76558)
C (2.55406, -2.96033, -3.60899)
H (-3.72892, -0.80930, -3.79472)
H (2.01869, 3.00227, -5.11688)
H (-3.81412, -0.07539, -5.40019)
C (0.18685, 1.98060, 4.26364)
C (2.51902, 2.59388, 4.22873)
H (0.77341, 0.94838, -5.71170)
C (-2.19881, 3.83991, -2.11712)
C (-2.17981, 2.90891, 1.99782)
H (-0.45791, -2.66093, 6.22636)
H (0.19759, -0.81954, 4.74256)
H (-5.31259, 2.42607, 4.20247)
H (-3.24356, 4.11034, -2.23428)
H (2.84329, -2.06625, -4.14257)
H (-1.80781, 5.29929, -0.58353)
O (-1.70155, 0.97760, -2.97362)
C (1.95479, -2.88194, -2.35388)
C (1.97015, 2.17545, -4.41962)
C (4.38952, -1.97541, -0.76287)
H (-4.03008, -3.27127, 3.93883)
C (-4.44017, 2.55710, 3.57593)
Br (-1.19866, -3.32201, 0.69892)
C (-1.09632, -2.39168, 5.39447)
C (1.90232, -5.29465, -2.23053)
H (-3.40165, -1.40726, 2.46166)
C (-2.74276, -1.69327, 3.27025)
C (3.24451, -1.27868, -0.40608)
H (6.38764, -2.53007, -0.22529)
C (-0.72853, -1.34739, 4.55715)
Br (-1.40879, -2.67115, -2.41211)
C (-3.10423, -2.73454, 4.10907)
O (-0.54190, 0.81220, -0.78172)
C (2.71694, 1.80045, 3.10764)
P (-1.16057, 0.40356, 2.41519)
C (2.80491, -4.20568, -4.17695)
C (-1.38085, 4.95288, -1.52457)
C (-2.40189, 1.68947, 2.64163)
Ti (-0.60317, -0.71089, 0.13556)
C (1.64244, 1.07390, 2.61617)
C (1.21164, -0.03689, -3.85969)
H (-1.79138, 3.51005, -3.06870)
C (-4.22189, 3.76462, 2.92962)
C (0.34796, 1.18251, 3.13772)
H (1.22630, -4.00401, -0.66551)
C (5.49513, -2.00060, 0.08481)
H (-4.93227, 4.57425, 3.04561)
P (1.69998, -1.32984, -1.44659)
C (-2.77066, 1.11976, -3.99436)
H (-2.56595, -3.89174, 5.83555)
C (-2.27948, -3.08258, 5.17388)
O (0.78115, -1.05203, 1.38867)
H (-3.01697, -3.86301, -0.92358)
H (6.31470, -1.43890, 1.98940)
Te (-3.36238, -0.32236, -0.34001)
H (4.42892, -2.50162, -1.70761)

Values from the calculation:
Frontier orbital gap   6.5 eV
Spin multiplicity   1
HOMO energy   -15.84 eV
Net charge   +3
ΔE to the lowest compared entry with this formula, charge and spin   0.0 kJ/mol

Atom charges from the Mulliken analysis, given in e for atoms 1 to 2: atom 1 (H): 0.68, atom 2 (C): 0.42

=====

2.
Density functional theory data (wB97M-V/def2-TZVPD) for a structure of composition C41H41CrFP2 in a non-equilibrium geometry.

Cartesian coordinates (Å):
C (-0.38525, 0.94784, -2.29628)
H (-2.70289, 1.71865, 6.46373)
C (-1.14896, -2.52539, -1.09719)
C (2.09470, 0.86884, -3.56598)
C (1.11561, -0.63526, 3.17125)
C (-1.33626, -2.72715, 1.30057)
H (1.27912, -1.00847, -4.27291)
C (1.29414, 4.50537, -0.42976)
C (3.12520, -1.65275, 0.46398)
C (-1.08575, -0.13608, -2.67945)
H (-2.63338, -3.42985, -6.44590)
H (1.88751, 1.39293, 3.02958)
C (2.55233, 4.59561, 0.16487)
C (1.88080, -0.12707, -4.52809)
C (-2.40277, -3.61197, 1.12614)
H (3.91656, 2.98040, -5.59018)
H (-3.12220, 2.39554, 0.92345)
H (2.17508, -0.82734, -6.54362)
C (-2.24552, 2.90397, 4.76744)
H (-2.03989, 3.69377, 5.52598)
H (-2.14631, -1.64567, -4.76948)
H (-3.86048, -0.63343, 3.35149)
H (3.58635, 1.11271, -7.20213)
P (-0.19486, -1.68284, -2.41652)
C (-3.66982, 1.45354, 2.69991)
C (-0.52282, -2.75264, -3.85875)
H (3.16461, -2.15745, -0.52636)
C (-2.91754, -3.84460, -0.15038)
H (-2.73648, -3.46090, -2.27443)
C (3.07395, 2.35383, -0.58490)
C (0.33731, -3.86138, -3.98497)
C (-1.25441, 2.97989, 3.61326)
H (-4.06854, 2.28645, 3.25231)
H (-3.83234, -4.42346, -0.26311)
F (1.38513, -0.10139, 7.24114)
C (0.91923, 3.33598, -1.08290)
H (-2.51119, -0.56747, 5.40456)
C (-2.14654, 1.57095, 5.51684)
H (4.44051, 3.59245, 0.52573)
C (2.80591, 2.02150, -3.98176)
H (-2.10455, 0.96135, 1.31347)
C (1.77328, 2.23566, -1.11382)
H (3.76795, 1.51211, -0.68940)
H (-1.26471, -5.51791, -6.48734)
C (3.34999, 2.09674, -5.28141)
C (-2.70859, 0.35777, 4.79498)
H (-3.29552, 3.10553, 4.50326)
H (-2.10278, -0.11575, -3.08470)
C (-1.55292, -2.56099, -4.79260)
H (2.95141, 2.87513, -3.32260)
H (-1.03187, -2.43013, 2.30319)
C (-1.51811, 2.82966, 2.30665)
C (0.73119, -1.44392, 5.41693)
H (1.19383, -3.94647, -3.31263)
H (2.84041, 5.51168, 0.66775)
H (2.39233, 1.54598, 5.45900)
C (-1.81435, -3.55866, -5.73988)
H (0.74598, -5.69568, -5.02334)
H (-0.05811, 3.31992, -1.55692)
C (-2.30944, -3.30569, -1.28713)
H (-1.09413, 1.32504, 5.77955)
H (0.21662, -2.57178, 3.67371)
C (1.64889, 0.54463, 3.67639)
C (-0.69927, -2.22836, 0.18936)
H (0.16472, -1.53495, 0.26703)
C (0.65330, -1.62991, 4.02663)
C (1.87125, 0.68477, 5.05738)
C (3.16181, 1.06055, -6.19834)
H (-0.39798, 3.55955, 3.97322)
H (-2.83716, -4.09934, 2.00414)
C (-3.38298, 0.31542, 3.64478)
H (-0.84398, 3.27657, 1.55490)
H (3.94827, -0.90134, 0.42632)
C (3.44705, 3.52096, 0.08023)
C (-2.57807, 1.88206, 1.73778)
H (0.32431, -2.17442, 6.12266)
Cr (1.46050, -0.40638, 0.87870)
H (-0.74217, 1.95595, -2.44895)
H (-4.53916, 1.09752, 2.10526)
C (2.38893, -0.03749, -5.81860)
C (-1.03338, -4.72385, -5.78756)
C (0.08601, -4.84203, -4.93879)
C (1.35756, -0.29956, 5.88669)
H (0.58356, 5.33160, -0.41363)
H (3.45309, -2.38286, 1.21751)
P (1.32715, 0.60363, -1.76699)

Values from the calculation:
Frontier orbital gap (alpha / beta)   7.3 / 7.8 eV
Spin multiplicity   5
HOMO energy (alpha / beta)   -7.47 / -7.94 eV
<S²>   6.0909
Net charge   0
ΔE to the lowest compared entry with this formula, charge and spin   0.0 kJ/mol

Atom charges from the Mulliken analysis, given in e for atoms 1 to 2: atom 1 (C): -0.69, atom 2 (H): 0.40

=====

Q: Which of these has the highest spin multiplicity?
A: C41H41CrFP2